1.
Formula: C7H12P
Source: OMol25
Level of theory: ωB97M-V/def2-TZVPD

## Properties
* F_max: 4.1 eV Å⁻¹
* charge: +1
* gap between HOMO and LUMO (spin up / spin down): 7.8 / 5.3 eV
* energy relative to the best compared isomer or geometry (same formula, charge and spin): 4.887 eV
* HOMO energy (spin up / spin down): -12.74 / -12.03 eV
* total energy: -16729.113 eV

Element x y z (Å)
C1 3.658 0.430 0.199
C2 -1.082 2.451 0.492
C3 -0.913 -2.851 0.509
C4 2.760 1.034 -0.484
C5 -1.319 1.217 0.885
C6 -1.009 -1.572 0.825
C7 -1.104 -0.282 -1.582
P1 -0.433 -0.029 0.072
H1 4.656 0.686 0.214
H2 3.358 -0.502 0.850
H3 -1.615 3.372 0.891
H4 -0.270 2.634 -0.247
H5 -1.418 -3.668 1.095
H6 -0.141 -3.210 -0.135
H7 2.102 1.480 -1.141
H8 -1.921 0.760 1.688
H9 -1.669 -1.384 1.652
H10 -2.201 -0.128 -1.475
H11 -0.672 -1.098 -2.120
H12 -0.768 0.661 -2.186

Here are the natural (NBO) charges for atoms 1 to 8, given in e: -0.47 -0.26 -0.28 0.10 -0.60 -0.56 -0.95 1.08



2.
Formula: C7H13BF4O4SeV
Source: OMol25
Level of theory: ωB97M-V/def2-TZVPD

## Properties
* F_max: 0.7 eV Å⁻¹
* charge: -2
* expectation value of S²: 3.79
* 2S+1: 4
* gap between HOMO and LUMO (spin up / spin down): 4.9 / 6.4 eV
* energy relative to the best compared isomer or geometry (same formula, charge and spin): 0.000 eV
* HOMO energy (spin up / spin down): 0.26 / -1.21 eV
* total energy: -118249.697 eV

Element x y z (Å)
V1 -0.019 -0.346 1.058
C1 3.300 1.992 -1.243
C2 2.597 1.772 0.090
C3 3.260 2.582 1.209
O1 2.712 0.396 0.371
C4 1.141 2.279 -0.029
O2 0.968 3.430 -0.420
O3 0.180 1.514 0.364
H1 4.352 1.712 -1.148
H2 3.217 3.034 -1.546
H3 2.846 1.366 -2.013
H4 4.310 2.288 1.286
H5 2.767 2.363 2.158
H6 3.189 3.651 1.006
H7 2.451 0.218 1.311
F1 -2.060 -0.248 0.429
B1 -3.496 -0.411 0.500
F2 -3.913 -0.114 1.796
F3 -3.816 -1.730 0.168
F4 -4.068 0.471 -0.423
C5 2.339 -2.603 -0.300
C6 0.893 -2.940 -0.230
C7 0.319 -4.198 -0.789
O4 0.033 -2.072 0.260
H8 2.899 -3.429 -0.746
H9 2.740 -2.379 0.698
H10 2.526 -1.686 -0.872
H11 1.114 -4.913 -1.015
H12 -0.254 -4.023 -1.715
H13 -0.388 -4.660 -0.091
Se1 1.110 -0.489 3.117

Here are the natural (NBO) charges for atoms 1 to 8, given in e: 1.34 -0.60 0.13 -0.63 -0.80 0.78 -0.70 -0.78



3.
Formula: C7H13BrSi
Source: OMol25
Level of theory: ωB97M-V/def2-TZVPD

## Properties
* F_max: 2.6 eV Å⁻¹
* structure (SMILES): CC#C[Si](C)(C)[C@H](C)Br
* gap between HOMO and LUMO: 9.3 eV
* energy relative to the best compared isomer or geometry (same formula, charge and spin): 0.000 eV
* HOMO energy: -9.05 eV
* total energy: -85388.198 eV

Element x y z (Å)
C1 -1.807 1.171 2.038
C2 -1.125 0.721 1.154
C3 -2.638 1.736 3.077
C4 1.025 1.469 -0.746
C5 2.379 -1.892 -0.075
C6 -1.552 -0.359 -1.574
C7 1.221 -1.683 -1.021
Si1 -0.123 -0.009 -0.356
Br1 1.864 -1.227 -2.820
H1 -3.244 0.951 3.533
H2 -2.018 2.196 3.848
H3 -3.300 2.489 2.651
H4 0.689 1.969 -1.650
H5 1.010 2.202 0.055
H6 2.057 1.182 -0.907
H7 3.005 -2.733 -0.380
H8 3.006 -1.001 -0.025
H9 1.994 -2.092 0.926
H10 -1.198 -0.755 -2.520
H11 -2.269 -1.063 -1.163
H12 -2.087 0.563 -1.781
H13 0.631 -2.590 -1.141

Here are the natural (NBO) charges for atoms 1 to 8, given in e: 0.04 -0.48 -0.69 -1.11 -0.66 -1.11 -0.51 1.52



4.
Formula: C7H13ClErI2N2OP
Source: OMol25
Level of theory: ωB97M-V/def2-TZVPD

## Properties
* F_max: 2.6 eV Å⁻¹
* charge: +2
* expectation value of S²: 3.75
* 2S+1: 4
* gap between HOMO and LUMO (spin up / spin down): 6.7 / 6.9 eV
* energy relative to the best compared isomer or geometry (same formula, charge and spin): 0.000 eV
* HOMO energy (spin up / spin down): -15.21 / -15.21 eV
* total energy: -78117.091 eV

Element x y z (Å)
I1 -2.713 -1.062 0.322
I2 -2.897 1.549 0.286
Er1 1.962 0.375 0.487
P1 0.620 0.084 -2.439
C1 -1.069 0.030 -3.185
C2 1.422 1.477 -3.357
H1 2.410 -1.545 -2.761
H2 1.572 -1.170 -4.351
H3 0.772 -2.262 -3.122
C3 1.435 -1.386 -3.275
H4 2.412 1.637 -2.878
H5 1.521 1.211 -4.421
H6 -0.932 0.062 -4.269
H7 -1.619 0.902 -2.800
H8 0.780 2.362 -3.220
H9 -1.558 -0.895 -2.837
C4 -5.642 -0.453 0.364
O1 -5.995 -0.170 1.408
Cl1 4.259 0.014 0.049
N1 -0.246 0.576 3.971
C5 0.104 -0.736 4.337
C6 1.026 -1.190 3.422
N2 1.360 -0.094 2.570
C7 0.448 0.890 2.865
H10 -0.952 1.162 4.438
H11 -0.393 -1.203 5.183
H12 1.450 -2.161 3.310
H13 0.254 1.795 2.327

Here are the natural (NBO) charges for atoms 1 to 8, given in e: 0.05 0.02 2.10 0.68 -0.91 -0.92 0.24 0.26



5.
Formula: C7H13I2O3PS
Source: OMol25
Level of theory: ωB97M-V/def2-TZVPD

## Properties
* F_max: 1.4 eV Å⁻¹
* gap between HOMO and LUMO: 8.4 eV
* HOMO energy: -8.84 eV
* total energy: -49936.542 eV

Element x y z (Å)
C1 3.096 1.472 1.075
O1 2.730 0.112 1.160
C2 2.955 -0.638 -0.008
C3 1.714 -1.395 -0.429
O2 1.750 -2.385 -1.121
O3 0.568 -0.829 0.048
C4 -0.595 -1.042 -0.712
P1 -1.724 -2.046 0.380
S1 -0.998 -3.767 0.900
C5 -1.168 0.310 -1.135
I1 0.333 1.227 -2.380
C6 -1.667 1.188 0.042
C7 -3.171 1.073 0.241
I2 -1.289 3.294 -0.310
H1 3.373 1.810 2.066
H2 2.259 2.071 0.720
H3 3.958 1.627 0.431
H4 3.282 -0.019 -0.836
H5 3.688 -1.406 0.220
H6 -0.430 -1.614 -1.618
H7 -2.965 -2.084 -0.278
H8 -1.949 -1.244 1.507
H9 -2.008 0.146 -1.799
H10 -1.098 0.978 0.937
H11 -3.675 1.152 -0.715
H12 -3.518 1.868 0.888
H13 -3.453 0.143 0.724

Here are the natural (NBO) charges for atoms 1 to 8, given in e: -0.25 -0.53 -0.17 0.79 -0.56 -0.53 -0.24 0.84



6.
Formula: C7H13IN2
Source: OMol25
Level of theory: ωB97M-V/def2-TZVPD

## Properties
* F_max: 6.2 eV Å⁻¹
* charge: +2
* gap between HOMO and LUMO (spin up / spin down): 7.3 / 5.9 eV
* energy relative to the best compared isomer or geometry (same formula, charge and spin): 5.578 eV
* HOMO energy (spin up / spin down): -17.10 / -16.02 eV
* total energy: -18525.908 eV

Element x y z (Å)
C1 0.593 0.483 0.052
C2 -0.461 1.090 0.085
C3 1.755 -0.147 0.065
C4 2.994 -2.564 0.056
C5 0.464 -2.694 0.590
C6 -1.717 3.139 0.531
C7 -2.384 1.497 -1.246
N1 1.619 -2.101 -0.019
N2 -1.725 1.688 0.029
I1 3.589 0.584 -0.308
H1 2.995 -3.637 -0.212
H2 3.227 -2.550 1.205
H3 3.628 -1.920 -0.689
H4 0.734 -3.721 0.635
H5 -0.299 -2.461 -0.156
H6 0.144 -2.411 1.582
H7 -2.732 3.399 0.451
H8 -1.325 3.106 1.552
H9 -0.943 3.665 -0.062
H10 -2.847 0.438 -1.458
H11 -3.187 2.219 -1.326
H12 -1.711 1.647 -2.079
H13 -2.411 1.251 0.721

Here are the natural (NBO) charges for atoms 1 to 8, given in e: -0.14 0.30 -0.01 -0.48 -0.46 -0.37 -0.45 -0.13